DFT (ωB97M-V/def2-TZVPD) results for a molecular structure, C22H14BrF4N2PSTl.

The geometry in ORCA input format:
```
! wB97M-V def2-TZVPD RIJCOSX def2/J DEFGRID3
* xyz 1 1
Tl 10.1580 13.7582 8.8024
F 8.4797 6.0714 9.1146
C 9.1782 7.2367 9.1201
C 10.5885 7.2083 9.0528
F 11.2318 6.0184 8.9994
C 11.3202 8.3976 9.0752
F 12.6705 8.3229 9.0662
C 10.6634 9.6377 9.1655
P 11.5529 11.1853 9.2906
C 12.6923 11.1965 7.8405
C 13.8444 11.9868 7.8968
C 14.6853 12.0897 6.7989
C 14.4021 11.3791 5.6419
C 13.2872 10.5657 5.5927
C 12.4358 10.4683 6.6811
C 12.6581 10.9120 10.7311
C 13.9535 10.3982 10.6433
C 14.7156 10.2470 11.7916
C 14.1957 10.5677 13.0323
C 12.8895 11.0104 13.1215
C 12.1149 11.1440 11.9894
C 9.2524 9.6464 9.0591
Br 8.2557 11.2576 8.8780
C 8.5204 8.4697 9.1125
F 7.1719 8.4803 9.1009
H 14.0786 12.5273 8.8026
H 15.5692 12.7160 6.8772
H 15.0701 11.4686 4.7938
H 13.0712 10.0046 4.7001
H 11.5827 9.8018 6.6440
H 14.3232 10.0320 9.6901
H 15.7294 9.8729 11.6983
H 14.7943 10.4671 13.9366
H 12.4356 11.2272 14.0860
H 11.0578 11.3658 12.0949
S 9.5198 13.5143 11.6316
C 8.3873 14.8068 11.8194
N 8.8775 16.1060 11.8730
C 8.1002 17.2363 11.9349
C 6.7603 17.0782 11.9482
C 6.2891 15.7658 11.9286
N 7.0581 14.6770 11.8210
H 9.8832 16.2282 11.8170
H 8.6467 18.1691 11.9693
H 6.0797 17.9090 11.9506
H 5.2308 15.5271 11.9771
*
```

The HOMO energy comes out at -0.4160 hartree. As for the energy above the lowest of the compared OMol25 structures with the same formula, charge and spin: 0.000 eV.

=====

DFT (ωB97M-V/def2-TZVPD) results for a gas-phase ion, C3H7O3PS (charge -2).

The geometry in ORCA input format:
```
! wB97M-V def2-TZVPD RIJCOSX def2/J DEFGRID3
* xyz -2 1
C -0.6520 -0.2579 -2.1366
C 0.1631 -0.4611 -0.8551
C -0.2414 0.4015 0.3491
O 1.4071 -1.4221 1.5894
O 0.8574 0.7911 2.8586
O -0.9580 -1.1053 2.5442
P 0.2501 -0.4567 1.9043
S 0.6346 2.4324 0.0079
H -0.4169 0.7524 -2.5289
H -1.6638 0.0132 -1.9252
H -0.5975 -0.9225 -2.9757
H 0.1094 -1.3846 -0.3849
H 1.1999 -0.1702 -1.1259
H -1.4061 0.4751 0.4602
H 1.3141 1.3148 2.2185
*
```

As for the SMILES: CC[C@H]([S-])[P@](=O)([O-])O. The HOMO energy comes out at 0.0069 hartree. As for the energy above the lowest of the compared OMol25 structures with the same formula, charge and spin: 0.747 eV.

=====

DFT (ωB97M-V/def2-TZVPD) results for a single C10H12ClN3 molecule.

The geometry in ORCA input format:
```
! wB97M-V def2-TZVPD RIJCOSX def2/J DEFGRID3
* xyz 0 1
C 2.6976 -1.3045 -2.8805
C 2.8837 0.0966 -2.8506
C 1.7436 -1.9736 -2.2232
C 2.2550 0.8147 -1.8841
C 1.0484 -1.2936 -1.1997
C 1.4604 0.0407 -0.9633
C -2.5399 0.7049 2.8739
C -1.9497 1.3563 0.4412
C -1.4097 0.8562 1.7992
C -0.8522 -0.5057 1.5689
N 0.1631 -1.6624 -0.2869
N 0.8001 0.4883 0.1120
N 0.0639 -0.5359 0.4659
Cl -0.1150 -1.0713 3.1361
H 3.2775 -1.7283 -3.7394
H 3.6111 0.3755 -3.5365
H 1.4006 -3.0204 -2.3529
H 2.1868 1.8457 -1.5540
H -3.1278 -0.1755 2.4581
H -2.0129 0.4255 3.8836
H -3.0291 1.6560 2.8342
H -1.0809 1.5170 -0.2482
H -2.6691 0.4475 0.0482
H -2.4674 2.2809 0.4789
H -0.7805 1.5823 2.2908
H -1.5577 -1.2165 1.3283
*
```

As for the SMILES: CC(C)[C@H](Cl)n1nc2ccccc2n1. The HOMO energy comes out at -0.3293 hartree. As for the energy above the lowest of the compared OMol25 structures with the same formula, charge and spin: 1.578 eV.

=====

DFT (ωB97M-V/def2-TZVPD) results for a gas-phase ion, C6H6N (charge +1).

The geometry in ORCA input format:
```
! wB97M-V def2-TZVPD RIJCOSX def2/J DEFGRID3
* xyz 1 1
C -1.4346 -1.0087 0.0655
C -0.1458 -0.9460 -0.0610
C -2.6284 -0.4231 0.0242
C -1.6962 0.6344 -0.0552
C -0.9033 1.6452 0.0268
C 2.3703 -0.6597 0.0725
N 0.9722 -0.4508 -0.1434
H -3.6351 -0.7038 -0.0499
H 0.2164 1.3788 -0.0584
H -1.4236 2.6525 -0.0018
H 2.6202 -1.4600 0.6812
H 2.7855 -0.8181 -0.8635
H 2.9022 0.1594 0.3628
*
```

As for the SMILES: C=C1C=C1C#[N+]C. The HOMO energy comes out at -0.5291 hartree. As for the energy above the lowest of the compared OMol25 structures with the same formula, charge and spin: 3.905 eV.

=====

DFT (ωB97M-V/def2-TZVPD) results for a molecular structure, C27H26N6O2S5SbW.

The geometry in ORCA input format:
```
! wB97M-V def2-TZVPD RIJCOSX def2/J DEFGRID3
* xyz 1 3
W -0.4482 -0.1767 0.0007
C 0.0899 -4.4882 0.7389
O 1.0642 -3.7741 1.4968
C 0.8294 -2.4667 1.3216
N -0.1584 -2.1540 0.4558
C -0.8664 -3.4076 0.1772
C -2.1865 -3.4392 0.9174
C -3.2106 -4.2429 0.4353
C -4.4255 -4.2777 1.0954
C -4.6250 -3.5084 2.2290
C -3.5936 -2.7340 2.7300
C -2.3682 -2.7087 2.0875
C 1.4816 -1.4028 1.9824
C 2.5315 -1.4409 2.9186
C 2.9937 -0.2430 3.4532
C 2.4641 0.9701 3.0333
C 1.4338 0.9717 2.0773
N 0.9057 -0.2087 1.5834
C 0.7899 2.0658 1.4603
N -0.1519 1.7788 0.5374
C -0.8378 3.0517 0.2563
C 0.1803 4.0921 0.7824
O 1.0013 3.3674 1.6998
C -1.2148 3.2346 -1.1936
C -2.2324 4.1124 -1.5503
C -2.5801 4.2786 -2.8794
C -1.9138 3.5739 -3.8677
C -0.8901 2.7080 -3.5225
C -0.5375 2.5411 -2.1912
H -0.4347 -5.1679 1.4139
H 0.5914 -5.0664 -0.0422
H -1.0388 -3.5251 -0.9036
H -3.0592 -4.8354 -0.4548
H -5.2182 -4.8971 0.7107
H -5.5796 -3.5141 2.7326
H -3.7427 -2.1415 3.6186
H -1.5593 -2.1151 2.5124
H 2.9432 -2.3914 3.2123
H 3.7786 -0.2562 4.1935
H 2.8173 1.9119 3.4144
H -1.7519 3.0864 0.8760
H -0.2815 4.9249 1.3123
H 0.8145 4.4741 -0.0291
H -2.7614 4.6486 -0.7786
H -3.3946 4.9350 -3.1375
H -2.1905 3.6939 -4.9027
H -0.3669 2.1476 -4.2822
H 0.2987 1.8896 -1.9183
S -4.3267 -2.3351 -1.7667
Sb -3.3512 -0.3383 -1.4613
S -2.5706 0.1008 0.9054
S -0.9451 -0.6631 -2.1996
S -4.2043 1.5775 -2.2608
C 4.5745 2.7195 -0.6021
C 3.5044 2.2907 -1.6093
C 3.1123 0.8730 -1.4434
N 1.9900 0.4614 -0.9567
N 1.8425 -0.8931 -0.9529
C 2.8807 -1.5229 -1.4478
N 2.9776 -2.8483 -1.5473
S 4.1574 -0.4373 -1.9492
H 4.8819 3.7369 -0.8248
H 5.4515 2.0793 -0.6674
H 4.1802 2.6916 0.4112
H 3.8932 2.4223 -2.6215
H 2.6187 2.9169 -1.4958
H 2.1981 -3.4276 -1.2839
H 3.7426 -3.2814 -2.0370
*
```

The HOMO energy (spin up / spin down) comes out at -0.3602 / -0.3626 hartree. The expectation value of S² is 2.03.

=====

DFT (ωB97M-V/def2-TZVPD) results for a gas-phase ion, C14H28N (charge +1).

The geometry in ORCA input format:
```
! wB97M-V def2-TZVPD RIJCOSX def2/J DEFGRID3
* xyz 1 1
C 2.3123 -4.0092 -1.8355
C 1.2774 -3.5170 -0.9676
C 0.4278 -3.0883 -0.2357
C -0.6270 -2.6565 0.6597
H -0.2691 -2.6790 1.6932
H -1.4641 -3.3561 0.5687
N -1.1486 -1.2784 0.3761
C -2.4298 -1.1174 1.0903
H -2.2935 -1.2852 2.1576
H -2.8175 -0.1108 0.9409
H -3.1648 -1.8284 0.7160
C -1.3941 -1.1220 -1.0675
H -2.1112 -1.8687 -1.4046
H -0.4695 -1.2626 -1.6223
H -1.7944 -0.1306 -1.2709
C -0.2179 -0.2201 0.8779
C 1.2114 -0.2516 0.3432
H 1.2255 -0.2610 -0.7461
H 1.7127 -1.1549 0.6892
C 1.9944 0.9818 0.8294
C 2.0624 2.1202 -0.1926
C 0.7252 2.7478 -0.5889
C 0.0409 3.4953 0.5556
C -1.3020 4.1080 0.1527
C -2.4060 3.0744 -0.0478
H -3.3441 3.5715 -0.2792
H -2.1746 2.4051 -0.8752
H -2.5513 2.4911 0.8618
H -1.1752 4.6822 -0.7661
H -1.6171 4.8012 0.9340
H -0.1133 2.8364 1.4139
H 0.7054 4.2966 0.8827
H 0.0659 1.9831 -1.0044
H 0.9171 3.4628 -1.3912
H 2.5507 1.7447 -1.0946
H 2.7017 2.9022 0.2197
H 1.5738 1.3453 1.7672
H 3.0196 0.6768 1.0401
H -0.6685 0.7428 0.6350
H -0.1803 -0.3122 1.9664
H 2.5553 -5.0349 -1.5625
H 1.9743 -3.9921 -2.8705
H 3.2077 -3.3970 -1.7391
*
```

As for the SMILES: CC#CC[N+](C)(C)CCCCCCCC. The HOMO energy comes out at -0.4887 hartree. As for the energy above the lowest of the compared OMol25 structures with the same formula, charge and spin: 0.137 eV.

=====

DFT (ωB97M-V/def2-TZVPD) results for a molecular structure, C21H18ClGeIN2O4Pd.

The geometry in ORCA input format:
```
! wB97M-V def2-TZVPD RIJCOSX def2/J DEFGRID3
* xyz -1 2
Pd 1.5672 1.7946 -0.9009
O 1.0499 3.7840 -2.7582
Cl 2.4807 3.6427 -2.8370
O 3.0668 4.6543 -3.6543
O 2.7957 2.3214 -3.3228
O 3.0058 3.7313 -1.4625
I 2.1075 -0.3253 5.0593
C 2.5534 0.5386 3.2551
C 3.7215 0.4051 2.5391
N 3.5514 1.1226 1.4147
N 2.3452 1.7023 1.3504
C 1.7245 1.3564 2.4670
H 4.6292 -0.1346 2.7461
H 4.1686 1.2185 0.6257
H 0.7178 1.6915 2.6553
C -2.3387 1.4129 3.4152
C -1.9462 0.0904 3.2628
C -1.3608 -0.3334 2.0744
C -1.1387 0.5479 1.0145
C -1.5510 1.8710 1.1878
C -2.1478 2.3026 2.3647
Ge -0.0774 0.0498 -0.6047
C 0.4037 -1.8310 -0.2047
C -0.2458 -2.9322 -0.7561
C 0.1101 -4.2308 -0.4058
C 1.1245 -4.4550 0.5128
C 1.7873 -3.3699 1.0739
C 1.4312 -2.0800 0.7082
C -1.4626 -0.1112 -2.0154
C -1.0790 -0.3763 -3.3314
C -2.0103 -0.4592 -4.3566
C -3.3589 -0.2640 -4.0881
C -3.7611 0.0092 -2.7891
C -2.8211 0.0810 -1.7675
H -2.7863 1.7489 4.3428
H -2.0882 -0.6160 4.0729
H -1.0552 -1.3705 1.9887
H -1.3750 2.5890 0.3911
H -2.4488 3.3388 2.4664
H -1.0494 -2.7811 -1.4692
H -0.4128 -5.0696 -0.8511
H 1.3972 -5.4665 0.7895
H 2.5811 -3.5277 1.7955
H 1.9609 -1.2437 1.1523
H -0.0275 -0.5054 -3.5691
H -1.6822 -0.6624 -5.3693
H -4.0889 -0.3160 -4.8870
H -4.8104 0.1683 -2.5681
H -3.1574 0.2883 -0.7574
*
```

The HOMO energy (spin up / spin down) comes out at -0.1508 / -0.1936 hartree. As for the energy above the lowest of the compared OMol25 structures with the same formula, charge and spin: 0.000 eV. The expectation value of S² is 0.75.

=====

DFT (ωB97M-V/def2-TZVPD) results for 2 unconnected molecules or ions with the total composition C2H2O2S2.

The geometry in ORCA input format:
```
! wB97M-V def2-TZVPD RIJCOSX def2/J DEFGRID3
* xyz 0 1
C -0.8324 0.2882 -0.9146
C 0.8728 -1.4073 1.0991
O 0.2515 2.2947 0.4164
O -0.0653 -2.0175 0.6869
S 0.1946 1.6287 -0.8823
S 2.0270 -0.6514 1.7546
H -1.4318 -0.1861 -0.2263
H -1.0163 0.0507 -1.9339
*
```

The HOMO energy comes out at -0.3566 hartree. As for the energy above the lowest of the compared OMol25 structures with the same formula, charge and spin: 1.333 eV.

=====

Computed values of max |F| (unit: eV/Å) for the preceding records, in sequence: 1.731, 2.913, 3.008, 5.567, 3.549, 0.982, 0.555, 4.988.